# 1
An isolated molecule of C13H11N5O2. Source: the OMol25 dataset; level of theory: ωB97M-V/def2-TZVPD.

Positions of all 31 atoms, in Å:
1 N -5.696 -0.914 -0.040
2 C -4.793 0.110 0.007
3 N -5.090 1.376 -0.013
4 O -3.927 2.059 -0.045
5 N -2.860 1.217 -0.037
6 C -3.342 0.002 -0.014
7 N -2.660 -1.172 0.004
8 N -1.324 -1.396 -0.031
9 C -0.477 -0.428 -0.009
10 C 0.945 -0.663 -0.019
11 C 1.453 -1.967 -0.026
12 O 0.670 -3.056 -0.034
13 C 2.843 -2.198 -0.021
14 C 3.719 -1.157 -0.012
15 C 3.259 0.178 -0.010
16 C 4.175 1.248 -0.005
17 C 3.744 2.545 -0.007
18 C 2.371 2.811 -0.015
19 C 1.457 1.791 -0.020
20 C 1.862 0.440 -0.015
21 H -5.465 -1.734 0.501
22 H -6.650 -0.608 0.079
23 H -3.199 -2.018 -0.115
24 H -0.831 0.595 0.020
25 H -0.266 -2.758 -0.037
26 H 3.176 -3.225 -0.025
27 H 4.784 -1.339 -0.008
28 H 5.232 1.018 -0.001
29 H 4.451 3.361 -0.003
30 H 2.028 3.835 -0.019
31 H 0.410 2.047 -0.029

Calculated values
**Charge**: 0
**HOMO energy**: -7.8 eV
**SMILES**: Nc1nonc1N/N=C/c1c(O)ccc2ccccc12
**LUMO energy**: 0.159 eV
**HOMO-LUMO gap**: 0.2908 Ha

# 2
A structure of composition C18H17ClN2O12PtSSe. Source: the OMol25 dataset; level of theory: ωB97M-V/def2-TZVPD.

Positions of all 53 atoms, in Å:
1 Pt 0.233 -0.783 0.248
2 O -1.494 -2.004 1.273
3 C -2.317 -1.080 1.209
4 N -1.997 0.175 0.945
5 S -3.325 1.098 0.717
6 O -3.435 2.158 1.696
7 O -3.540 1.515 -0.642
8 C -4.523 -0.191 1.159
9 C -5.894 -0.210 1.273
10 C -6.503 -1.402 1.654
11 C -5.747 -2.534 1.926
12 C -4.366 -2.507 1.811
13 C -3.769 -1.319 1.421
14 H -6.483 0.675 1.086
15 H -7.582 -1.446 1.743
16 H -6.244 -3.445 2.234
17 H -3.759 -3.377 2.009
18 O 0.855 -2.597 -1.018
19 Se 1.879 -3.192 0.142
20 O 1.509 -4.710 0.477
21 O 1.606 -2.181 1.423
22 O 3.396 -3.119 -0.338
23 N -2.250 -3.343 -3.527
24 C -1.220 -2.459 -2.973
25 C -1.833 -1.464 -2.000
26 O -3.051 -1.843 -1.567
27 O -1.285 -0.458 -1.636
28 H -1.839 -4.224 -3.812
29 H -2.679 -2.925 -4.348
30 H -3.220 -2.715 -1.981
31 H -0.614 -1.926 -3.712
32 H -0.521 -3.031 -2.347
33 C -0.734 2.217 3.310
34 C 0.392 3.149 3.004
35 C 0.300 4.508 3.241
36 C 1.360 5.347 2.943
37 Cl 1.214 7.052 3.252
38 C 2.525 4.850 2.402
39 C 2.626 3.493 2.147
40 C 1.575 2.625 2.439
41 O 1.609 1.292 2.262
42 C 2.698 0.730 1.541
43 C 2.592 1.155 0.038
44 O 3.481 1.863 -0.423
45 O 1.550 0.779 -0.565
46 H -1.682 2.743 3.409
47 H -0.532 1.660 4.228
48 H -0.830 1.490 2.502
49 H -0.610 4.918 3.653
50 H 3.347 5.510 2.174
51 H 3.524 3.131 1.679
52 H 2.563 -0.352 1.627
53 H 3.662 1.032 1.971

Calculated values
**Charge**: -2
**HOMO energy**: -2.0 eV
**LUMO energy**: 4.129 eV
**HOMO-LUMO gap**: 0.2254 Ha

# 3
A structure of composition C12H43N3O8. Source: the OMol25 dataset; level of theory: ωB97M-V/def2-TZVPD.

Positions of all 66 atoms, in Å:
1 O 4.425 -3.160 -1.437
2 H 5.153 -3.608 -1.869
3 H 4.783 -2.876 -0.596
4 O 2.422 -2.827 -1.981
5 H 2.346 -1.878 -2.080
6 H 3.293 -2.960 -1.608
7 O 3.014 -0.753 -1.135
8 H 3.890 -0.373 -1.061
9 H 2.428 0.003 -1.181
10 O 5.328 -3.106 0.510
11 H 6.162 -2.827 0.133
12 H 4.937 -2.301 0.849
13 O 3.425 -1.908 0.355
14 H 3.167 -1.203 -0.239
15 H 3.532 -2.672 -0.212
16 C 7.033 -4.458 4.437
17 C 7.424 -3.131 3.706
18 C 6.186 -2.260 3.480
19 O 5.128 -2.890 2.747
20 C 4.008 -2.167 2.389
21 N 8.434 -2.585 4.650
22 H 7.966 -5.021 4.468
23 H 6.302 -5.048 3.885
24 H 6.671 -4.538 5.462
25 H 7.846 -3.447 2.752
26 H 6.580 -1.468 2.842
27 H 5.798 -1.842 4.408
28 H 3.176 -2.872 2.365
29 H 4.184 -1.613 1.467
30 H 3.696 -1.513 3.203
31 H 9.205 -3.234 4.720
32 H 8.911 -1.796 4.237
33 C -0.272 -5.783 0.706
34 C 0.361 -4.562 0.039
35 C 1.954 -4.605 0.079
36 O 2.448 -4.881 1.321
37 C 2.466 -3.752 2.207
38 N -0.278 -4.329 -1.263
39 H 0.072 -6.664 0.165
40 H -1.350 -5.659 0.606
41 H -0.090 -5.879 1.776
42 H 0.022 -3.768 0.704
43 H 2.490 -3.811 -0.440
44 H 2.005 -5.515 -0.520
45 H 1.485 -3.496 2.607
46 H 2.900 -2.884 1.711
47 H 3.156 -4.039 3.001
48 H -0.146 -3.397 -1.629
49 H -1.280 -4.453 -1.235
50 C 1.140 -1.867 1.179
51 C 1.403 -0.374 1.260
52 C 0.247 0.410 2.003
53 O 0.200 0.151 3.414
54 C -0.985 0.524 4.058
55 N 2.680 -0.084 1.831
56 H 0.236 -2.157 0.643
57 H 0.917 -2.207 2.190
58 H 1.946 -2.487 0.788
59 H 1.394 0.044 0.253
60 H -0.739 0.220 1.580
61 H 0.405 1.488 1.978
62 H -0.910 0.284 5.118
63 H -1.771 -0.042 3.558
64 H -1.279 1.567 3.945
65 H 3.196 -0.829 1.386
66 H 2.453 -0.471 2.736

Calculated values
**Charge**: 0
**HOMO energy**: -7.0 eV
**LUMO energy**: -0.367 eV
**HOMO-LUMO gap**: 0.2450 Ha

# 4
A structure of composition C15H40AuN3PSi4Te. Source: the OMol25 dataset; level of theory: ωB97M-V/def2-TZVPD.

Positions of all 65 atoms, in Å:
1 Au 0.273 -1.703 -0.432
2 C -0.798 -5.381 1.968
3 N -2.055 -4.570 1.547
4 C -2.898 -5.135 0.474
5 N -2.020 -5.582 -0.615
6 C -1.008 -6.558 -0.182
7 N -0.074 -5.964 0.844
8 C 0.842 -4.991 0.229
9 P -0.333 -3.729 -0.410
10 C -1.546 -3.307 1.024
11 C -1.482 -4.550 -1.510
12 H -1.021 -6.272 2.617
13 H -0.082 -4.659 2.468
14 H -2.581 -4.404 2.418
15 H -3.580 -4.331 0.076
16 H -3.522 -5.970 0.727
17 H -0.406 -6.771 -1.113
18 H -1.399 -7.460 0.233
19 H 1.465 -5.488 -0.570
20 H 1.488 -4.527 0.947
21 H -2.383 -2.668 0.629
22 H -1.127 -2.620 1.801
23 H -1.004 -4.979 -2.382
24 H -2.218 -3.771 -1.775
25 C 0.525 1.192 -3.162
26 Si -0.422 2.483 -2.225
27 C -2.263 1.839 -2.221
28 C -0.307 4.147 -2.996
29 Si 0.553 2.428 -0.081
30 Te -0.570 0.477 0.970
31 Si -0.538 3.993 1.346
32 C -2.316 3.584 1.760
33 C -0.523 5.745 0.661
34 C 0.751 4.150 2.815
35 Si 2.866 1.904 0.216
36 C 3.914 3.292 -0.328
37 C 3.204 0.327 -0.795
38 C 3.215 1.522 2.032
39 H 0.082 1.019 -4.178
40 H 0.592 0.214 -2.631
41 H 1.476 1.762 -3.283
42 H -2.745 2.332 -3.066
43 H -2.660 2.160 -1.290
44 H -2.293 0.755 -2.397
45 H 0.491 4.256 -3.761
46 H -0.092 4.952 -2.246
47 H -1.294 4.306 -3.509
48 H -2.297 3.231 2.795
49 H -2.858 2.872 1.179
50 H -2.789 4.534 1.647
51 H -1.093 5.888 -0.275
52 H 0.488 6.098 0.559
53 H -0.999 6.487 1.340
54 H 1.014 3.142 3.241
55 H 0.289 4.758 3.549
56 H 1.626 4.659 2.527
57 H 4.197 3.204 -1.391
58 H 4.850 3.224 0.234
59 H 3.499 4.270 -0.172
60 H 3.196 0.680 -1.831
61 H 2.532 -0.500 -0.652
62 H 4.199 -0.048 -0.466
63 H 2.764 0.499 2.244
64 H 2.916 2.208 2.748
65 H 4.292 1.345 2.077

Calculated values
**Charge**: +1
**HOMO energy**: -9.2 eV
**LUMO energy**: -3.138 eV
**HOMO-LUMO gap**: 0.2218 Ha

# 5
A structure of composition C11H13IrN2O6. Source: the OMol25 dataset; level of theory: ωB97M-V/def2-TZVPD.

Positions of all 33 atoms, in Å:
1 O 0.028 3.805 3.096
2 C -0.741 4.478 2.580
3 Ir -2.863 1.755 -1.047
4 O -2.862 0.469 1.629
5 C -3.232 1.394 0.945
6 C -3.695 0.146 -1.549
7 O -4.199 -0.861 -1.849
8 C -1.656 1.838 -2.665
9 O -0.991 1.851 -3.612
10 C -4.289 2.995 -1.187
11 O -5.181 3.746 -1.186
12 H -3.886 2.222 1.361
13 C 2.315 1.375 -0.148
14 N 2.077 -0.022 0.115
15 C 3.238 -0.883 0.113
16 C 2.919 -2.224 0.725
17 C 1.636 -2.783 0.177
18 N 0.576 -1.805 0.307
19 C -0.786 -2.260 0.217
20 C 0.768 -0.453 0.123
21 O -0.191 0.331 -0.020
22 H 2.796 1.521 -1.127
23 H 2.987 1.796 0.613
24 H 1.361 1.901 -0.132
25 H 3.606 -1.019 -0.921
26 H 4.036 -0.375 0.670
27 H 2.843 -2.129 1.811
28 H 3.738 -2.910 0.518
29 H 1.305 -3.658 0.743
30 H 1.760 -3.079 -0.877
31 H -1.174 -2.191 -0.816
32 H -0.803 -3.310 0.532
33 H -1.438 -1.657 0.861

Calculated values
**Charge**: +3
**HOMO energy (alpha / beta)**: -18.1 / -20.4 eV
**LUMO energy (alpha / beta)**: -10.694 / -15.893 eV
**2S+1**: 6
**HOMO-LUMO gap (alpha / beta)**: 0.2705 / 0.1648 Ha

# 6
A structure of composition C34H47CuIN7. Source: the OMol25 dataset; level of theory: ωB97M-V/def2-TZVPD.

Positions of all 90 atoms, in Å:
1 Cu -1.297 0.078 -0.109
2 C 5.137 0.610 -2.425
3 N 5.406 -0.211 -1.264
4 C 6.700 -0.734 -0.903
5 C 6.385 -1.493 0.346
6 N 5.026 -1.177 0.724
7 C 4.727 -1.260 2.199
8 C 4.380 -0.374 -0.289
9 N 3.166 0.056 -0.417
10 C 2.100 -0.439 0.447
11 C 1.539 0.692 1.344
12 N 0.181 0.441 1.716
13 C -0.389 1.150 2.663
14 N 0.172 2.144 3.425
15 C 1.356 2.899 3.207
16 C -0.719 2.603 4.528
17 C -1.881 1.651 4.414
18 N -1.603 0.805 3.274
19 C -2.385 -0.315 2.956
20 H 5.911 0.330 -3.149
21 H 5.176 1.712 -2.245
22 H 4.162 0.340 -2.832
23 H 7.373 0.094 -0.737
24 H 7.151 -1.368 -1.657
25 H 7.106 -1.322 1.158
26 H 6.389 -2.588 0.037
27 H 4.153 -2.182 2.342
28 H 4.068 -0.409 2.404
29 H 5.605 -1.164 2.820
30 H 2.386 -1.307 1.042
31 H 1.264 -0.657 -0.250
32 H 1.600 1.618 0.809
33 H 2.148 0.840 2.252
34 H 1.473 3.025 2.116
35 H 2.253 2.354 3.624
36 H 1.252 3.876 3.746
37 H -1.078 3.627 4.287
38 H -0.181 2.601 5.427
39 H -2.782 2.269 4.112
40 H -2.233 0.978 5.253
41 H -3.392 -0.225 3.388
42 H -1.932 -1.220 3.461
43 H -2.428 -0.398 1.841
44 I -4.509 0.309 -0.518
45 C -3.969 2.273 -0.290
46 C -4.939 3.191 0.114
47 C -4.660 4.558 0.281
48 C -3.456 5.029 -0.156
49 C -2.417 4.175 -0.633
50 C -1.221 4.686 -1.050
51 C -0.180 3.837 -1.478
52 C -0.445 2.439 -1.461
53 C -1.572 1.903 -0.872
54 C -2.691 2.733 -0.643
55 H -5.847 2.738 0.513
56 H -5.359 5.217 0.739
57 H -3.195 6.083 -0.251
58 H -1.158 5.767 -1.011
59 H 0.789 4.136 -1.974
60 H 0.338 1.790 -1.949
61 C -1.804 0.305 -4.068
62 C -1.161 -1.078 -3.735
63 C 0.303 -1.013 -3.271
64 C -2.060 -1.804 -2.778
65 C -3.382 -2.034 -3.028
66 C -4.182 -2.815 -2.202
67 C -3.566 -3.714 -1.324
68 C -2.247 -3.652 -1.111
69 C -1.546 -4.672 -0.248
70 C -0.049 -4.731 -0.501
71 C -1.832 -4.503 1.275
72 C -1.612 -2.410 -1.541
73 N -0.886 -1.736 -0.691
74 H -1.181 0.801 -4.826
75 H -1.932 0.944 -3.200
76 H -2.784 0.035 -4.478
77 H -1.128 -1.576 -4.716
78 H 0.380 -0.170 -2.603
79 H 1.030 -0.839 -4.087
80 H 0.646 -1.943 -2.768
81 H -3.784 -1.460 -3.873
82 H -5.238 -2.828 -2.395
83 H -4.010 -4.606 -1.002
84 H -2.099 -5.604 -0.506
85 H 0.413 -3.917 0.001
86 H 0.117 -4.694 -1.584
87 H 0.339 -5.678 -0.009
88 H -1.403 -3.577 1.634
89 H -1.377 -5.376 1.752
90 H -2.917 -4.473 1.440

Calculated values
**Charge**: -1
**HOMO energy (alpha / beta)**: -2.7 / -2.5 eV
**LUMO energy (alpha / beta)**: 2.363 / 2.363 eV
**2S+1**: 2
**HOMO-LUMO gap (alpha / beta)**: 0.1857 / 0.1782 Ha

# 7
An isolated molecule of C4H8O2. Source: the OMol25 dataset; level of theory: ωB97M-V/def2-TZVPD.

Positions of all 14 atoms, in Å:
1 O 1.823 1.027 0.584
2 C 1.656 -0.228 -0.031
3 C 0.271 -0.837 0.247
4 C -0.791 -0.087 -0.548
5 C -1.965 0.506 0.070
6 O -0.829 1.314 -0.247
7 H 1.011 1.530 0.421
8 H 1.815 -0.167 -1.123
9 H 2.446 -0.874 0.368
10 H 0.277 -1.898 -0.035
11 H 0.107 -0.790 1.336
12 H -0.896 -0.366 -1.587
13 H -2.063 0.097 1.051
14 H -2.862 0.773 -0.507

Calculated values
**Charge**: 0
**HOMO energy**: -10.1 eV
**SMILES**: OCC[C@H]1CO1
**LUMO energy**: 1.075 eV
**HOMO-LUMO gap**: 0.4092 Ha

# 8
A structure of composition C38H25CeF9N3O2PS. Source: the OMol25 dataset; level of theory: ωB97M-V/def2-TZVPD.

Positions of all 80 atoms, in Å:
1 Ce 0.967 0.110 -2.312
2 C -4.125 -2.279 -2.920
3 C -2.781 -2.562 -2.581
4 C -1.911 -1.533 -2.377
5 C -2.297 -0.167 -2.493
6 C -1.365 0.889 -2.257
7 C -1.847 2.170 -2.299
8 C -3.207 2.464 -2.572
9 C -4.085 1.452 -2.830
10 C -3.650 0.099 -2.801
11 C -4.545 -0.982 -3.019
12 H -4.818 -3.094 -3.090
13 H -2.453 -3.590 -2.477
14 H -0.909 -1.787 -2.084
15 H -1.183 3.016 -2.127
16 H -3.544 3.495 -2.587
17 H -5.126 1.665 -3.053
18 H -5.581 -0.760 -3.257
19 N 3.493 -0.485 0.942
20 C 4.044 -0.631 -0.274
21 N 3.454 -0.315 -1.408
22 C 4.345 -0.571 -2.486
23 C 4.118 -0.279 -3.825
24 C 5.091 -0.580 -4.764
25 C 6.296 -1.165 -4.382
26 C 6.547 -1.442 -3.050
27 C 5.565 -1.127 -2.122
28 S 5.632 -1.311 -0.396
29 H 2.760 0.197 1.065
30 H 4.061 -0.656 1.755
31 H 3.211 0.199 -4.158
32 H 4.914 -0.346 -5.807
33 H 7.047 -1.391 -5.128
34 H 7.489 -1.880 -2.740
35 O 0.953 0.620 -4.431
36 N 0.584 -0.562 -4.718
37 O 1.011 -1.408 -3.868
38 F -6.465 2.159 -0.088
39 C -5.968 2.082 1.158
40 F -6.737 1.216 1.836
41 F -6.105 3.287 1.725
42 C -4.534 1.628 1.134
43 C -3.524 2.422 1.639
44 C -2.202 1.982 1.577
45 C -1.901 0.754 1.006
46 C -2.937 -0.047 0.515
47 C -4.247 0.386 0.580
48 P -0.195 0.151 0.770
49 C 0.806 1.345 1.728
50 C 1.230 2.493 1.058
51 C 2.020 3.445 1.690
52 C 2.401 3.238 3.004
53 C 1.988 2.103 3.689
54 C 1.190 1.161 3.055
55 C 3.252 4.252 3.726
56 F 3.766 5.154 2.882
57 F 2.532 4.908 4.645
58 F 4.270 3.654 4.362
59 C -0.153 -1.388 1.748
60 C 0.729 -2.398 1.366
61 C 0.806 -3.583 2.080
62 C -0.008 -3.763 3.186
63 C -0.898 -2.776 3.579
64 C -0.970 -1.591 2.861
65 C 0.114 -5.032 3.987
66 F 0.399 -6.078 3.199
67 F -1.014 -5.308 4.649
68 F 1.103 -4.930 4.891
69 H -3.759 3.384 2.076
70 H -1.418 2.620 1.968
71 H -2.722 -1.013 0.072
72 H -5.047 -0.234 0.189
73 H 0.910 2.670 0.037
74 H 2.338 4.337 1.168
75 H 2.290 1.956 4.720
76 H 0.876 0.274 3.595
77 H 1.372 -2.261 0.504
78 H 1.485 -4.369 1.774
79 H -1.541 -2.937 4.435
80 H -1.682 -0.827 3.157

Calculated values
**Charge**: +1
**HOMO energy (alpha / beta)**: -10.5 / -10.5 eV
**LUMO energy (alpha / beta)**: -3.818 / -3.776 eV
**2S+1**: 2
**HOMO-LUMO gap (alpha / beta)**: 0.2464 / 0.2480 Ha

Short version: energy = -926.1705, -5087.5900, -1248.2112, -2662.6018, -1090.9080, -3645.0765, -307.6295, -3891.1068 a.u., in the order given.
Short version: F_max = 0.025, 0.060, 0.252, 0.071, 0.133, 0.069, 0.026, 0.087 Eh/bohr, in the order given.